No. 1
Entry from the OMol25 dataset: a cluster of 3 separate species, C44H81F3IN7O8PS in total at a distorted geometry (wB97M-V/def2-TZVPD).

```
146
Properties=species:S:1:pos:R:3
C 2.87036 -1.58142 6.28815
C 2.95416 -0.31471 5.30653
C 1.81745 -0.34188 4.12163
O 2.50655 -0.82294 2.97244
C 1.85605 -0.65242 1.68025
C 2.13190 0.87735 1.38816
C 2.73829 1.46601 0.04266
C 3.01407 3.05212 0.35143
C 4.18185 3.68128 -0.54432
S 3.37413 4.96096 -1.67475
C 3.89032 4.38987 -3.35574
N 4.31355 5.11098 -4.50937
N 4.57384 4.08462 -5.39976
C 4.32158 2.81612 -4.81787
O 3.84931 2.98062 -3.48265
O 0.46217 -0.51012 2.14032
C -0.47257 -0.84944 1.03202
C -1.51143 -1.70087 1.96944
C -3.08122 -1.45837 1.80204
O -3.82961 -1.77395 0.86667
I -4.21502 -0.51389 3.46377
P -1.56504 0.64866 0.67345
N -0.89621 1.97165 0.06976
C 0.59649 -1.54066 -0.03162
N 0.90353 -0.76522 -1.22317
C 0.04920 -0.02862 -2.12221
C 0.20997 -0.50120 -3.68416
C -0.34911 -2.63689 -0.68203
F -1.66697 -2.11909 -0.98168
F -0.73652 -3.82563 -0.03920
F -0.00727 -3.13678 -1.99271
N 1.91849 -1.85112 0.69178
C 1.74817 -3.12740 1.49968
C 1.86651 -4.56719 0.88203
C 2.11459 -4.79779 -0.67483
C 3.26647 -5.89343 -0.99733
O 3.76801 -5.64037 -2.33260
C 2.97762 -6.28943 -3.31715
O 2.69106 -5.68528 -4.36791
C 3.34447 -1.71546 0.31722
C 3.85516 -1.49866 -1.22440
C 4.46089 -2.80517 0.83347
C 4.95958 -2.62753 2.35866
H 3.63965 -2.34287 5.93457
H 3.19756 -1.21899 7.33096
H 1.81144 -1.98959 6.39196
H 3.99287 -0.16861 4.83663
H 2.78938 0.62621 5.95789
H 1.01157 -1.03455 4.57014
H 1.47463 0.76087 4.09869
H 1.25054 1.57672 1.66145
H 2.93128 1.24790 2.14763
H 2.06907 1.48646 -0.87120
H 3.77556 1.05894 -0.25353
H 1.99639 3.55497 0.13129
H 3.22915 3.25589 1.45137
H 4.85306 4.31081 0.15110
H 4.82395 2.93444 -1.10956
H 4.44470 1.76899 -5.24107
H -1.34021 -1.39970 3.07715
H -1.38057 -2.82193 1.99637
H -2.07704 1.09344 1.96282
H -2.64779 0.34151 -0.24851
H 0.08475 1.72013 -0.09125
H 1.45899 -1.31984 -1.90800
H -1.07360 0.05240 -1.99117
H 0.39736 1.07776 -2.17998
H -0.21789 0.38253 -4.28940
H 1.32149 -0.57846 -3.96250
H -0.38221 -1.45223 -3.90144
H 2.33035 -3.17138 2.48422
H 0.67913 -3.12268 1.94634
H 0.96464 -5.23606 1.16025
H 2.74698 -5.12069 1.39800
H 1.15121 -5.25380 -1.12115
H 2.26166 -3.80829 -1.21349
H 2.73986 -6.92394 -1.02618
H 4.06761 -5.96436 -0.19022
H 2.63343 -7.36984 -3.18498
H 3.92706 -0.82968 0.81092
H 4.97409 -1.21136 -1.25518
H 3.40518 -0.54322 -1.69626
H 3.75023 -2.42206 -1.87435
H 5.45633 -2.48602 0.32388
H 4.36167 -3.85612 0.45655
H 6.06221 -2.96359 2.45724
H 4.98794 -1.50404 2.62370
H 4.39177 -3.25475 3.12152
C -2.71742 3.70761 8.55521
C -3.82637 3.60178 7.47203
C -4.92688 4.67515 7.66560
C -5.94598 4.36345 8.74888
C -6.52323 2.96724 8.55085
C -5.42510 1.88792 8.48039
N -4.36472 2.20677 7.46557
O -4.89774 1.98161 6.23614
C -4.82078 1.72494 9.89751
C -6.08773 0.51227 8.21390
C -3.07362 3.99642 6.16991
H -2.80430 2.99108 9.36616
H -1.72815 3.50723 8.13142
H -2.68735 4.70417 9.00316
H -5.47499 4.80114 6.72427
H -4.46873 5.64829 7.87321
H -5.49121 4.46664 9.73827
H -6.75573 5.09881 8.70767
H -7.21741 2.74801 9.36892
H -7.12290 2.95786 7.63342
H -3.97409 1.03236 9.88979
H -5.56307 1.31943 10.59137
H -4.49863 2.66481 10.34570
H -6.68548 0.50145 7.29996
H -6.76738 0.24299 9.02831
H -5.33501 -0.27886 8.14159
H -2.31058 3.25525 5.90754
H -2.56777 4.95742 6.30036
H -3.74340 4.11098 5.31350
C -0.08520 -1.77732 -9.58166
C -1.26008 -1.23638 -8.72069
C -2.51993 -0.95171 -9.57655
C -2.48524 0.35049 -10.35908
C -2.13024 1.51386 -9.44122
C -0.80995 1.27488 -8.68263
N -0.78943 -0.03996 -7.95695
O -1.58803 0.08615 -6.86438
C 0.35354 1.37733 -9.70040
C -0.55520 2.46849 -7.72709
C -1.62131 -2.45662 -7.82718
H 0.66708 -1.03834 -9.83971
H 0.47660 -2.54933 -9.04631
H -0.44187 -2.21869 -10.51585
H -3.39893 -0.91908 -8.92176
H -2.69792 -1.78178 -10.26886
H -1.77976 0.27398 -11.19142
H -3.46735 0.53045 -10.80779
H -2.06444 2.43118 -10.03575
H -2.95143 1.67010 -8.73226
H 1.31117 1.12913 -9.23356
H 0.43908 2.39590 -10.09044
H 0.22086 0.74791 -10.58026
H -1.37262 2.62523 -7.01996
H -0.45205 3.40207 -8.28878
H 0.36888 2.32591 -7.15810
H -0.81060 -2.69789 -7.13098
H -1.79764 -3.34113 -8.44595
H -2.53253 -2.29776 -7.24433
```

The expectation value of S² is 2.01. The calculation puts the HOMO-LUMO gap (spin up / spin down) at 7.53 / 7.91 eV. For the LUMO energy (spin up / spin down), the calculation gives -0.1025 / -0.1025 Ha. The multiplicity is 3. The calculated total energy comes out at -110103.3643 eV. For the max |F|, the calculation gives 0.147 Eh/bohr. As for the net charge: +1.

Here are the Mulliken charges for atoms 1 to 2, given in e:
1. C -1.040
2. C -0.416

***

No. 2
Entry from the OMol25 dataset: a cluster of 11 separate species, C44H88O17 in total at a distorted geometry (wB97M-V/def2-TZVPD).

```
149
Properties=species:S:1:pos:R:3
C -5.58185 7.31296 1.94656
C -4.81786 6.76199 0.71362
O -3.85086 5.92033 1.34780
C -3.01432 5.23316 0.66771
O -2.99081 5.27697 -0.52849
O -2.24660 4.67929 1.67323
C -1.31150 3.68456 1.20488
H -5.83462 6.49652 2.62307
H -6.28953 8.10589 1.70458
H -4.89012 7.89807 2.55258
H -4.26441 7.44703 0.07135
H -5.52638 6.24079 0.06983
H -1.07922 3.05083 2.06076
H -0.43073 4.14126 0.75349
H -1.89144 3.01402 0.57072
C -0.49701 0.03987 -6.11532
C -1.72959 0.76806 -5.69920
O -1.30688 1.90822 -4.99657
C -2.18762 2.93229 -4.83594
O -3.37050 2.98393 -5.26196
O -1.56184 3.84402 -4.13195
C -2.06995 5.15441 -4.11410
H -0.16276 -0.56433 -5.27191
H 0.27255 0.76345 -6.38425
H -0.59978 -0.54464 -7.02958
H -2.37912 0.25819 -4.98769
H -2.17905 1.15148 -6.61521
H -1.32415 5.58236 -3.44421
H -3.03819 5.21224 -3.61684
H -2.10934 5.50371 -5.14586
C 3.15180 -3.13965 0.95325
C 4.25293 -3.21321 2.06126
O 4.63547 -1.89527 2.35966
C 5.91040 -1.74741 2.89644
O 6.50836 -2.66658 3.50560
O 6.26927 -0.47744 2.71159
C 7.53739 0.01329 3.11552
H 2.15826 -3.08295 1.39797
H 3.30278 -4.19291 0.71674
H 3.37581 -2.41076 0.17438
H 5.09625 -3.77058 1.65351
H 3.94052 -3.81825 2.91240
H 7.57707 1.07676 2.87978
H 8.26683 -0.41638 2.42893
H 7.64938 -0.25076 4.16710
C 1.37049 5.09846 3.03173
C 2.31025 6.13687 3.53765
C 3.72732 5.61745 3.30219
O 3.50040 4.19145 3.20392
C 2.16520 3.88471 3.42361
H 1.44482 5.08422 1.94437
H 0.34757 5.17678 3.40000
H 2.22305 6.27386 4.61548
H 2.19870 7.13856 3.12259
H 4.31379 5.95632 4.15618
H 4.06130 6.02355 2.34739
H 1.85750 3.73974 4.45917
H 1.81496 3.04281 2.82642
C 0.80273 0.40873 -1.15364
C 0.79004 0.05689 0.29338
C -0.67071 -0.58296 0.57758
O -1.04610 -0.99679 -0.72701
C -0.04311 -0.75058 -1.73659
H 1.78379 0.63755 -1.56992
H 0.23646 1.32408 -1.32562
H 0.99245 0.84864 1.01467
H 1.63561 -0.56264 0.59220
H -1.35670 0.18120 0.94307
H -0.44919 -1.36996 1.29846
H -0.57629 -0.52855 -2.66099
H 0.70671 -1.53098 -1.86638
C -0.23591 -2.00936 4.12811
C 1.21121 -1.65050 3.95024
C 1.81303 -2.09509 5.22623
O 0.78034 -2.05563 6.23347
C -0.36252 -2.45545 5.54550
H -0.64854 -2.78398 3.48173
H -0.86152 -1.15176 3.88068
H 1.31489 -0.60372 3.66460
H 1.71310 -2.27788 3.21362
H 2.69481 -1.48258 5.41437
H 2.35946 -3.03756 5.26181
H -1.25937 -2.07010 6.03056
H -0.53186 -3.53208 5.56188
C -3.80952 -1.83053 1.69113
C -3.74432 -2.79796 2.89273
C -4.89668 -2.29461 3.77676
O -5.68286 -1.39589 2.92889
C -4.68149 -0.62850 2.10511
H -4.20632 -2.43043 0.87213
H -2.77582 -1.55576 1.48119
H -2.78441 -2.83922 3.40749
H -4.07760 -3.78751 2.57996
H -4.50054 -1.83604 4.68278
H -5.51390 -3.07999 4.21302
H -4.17409 0.15667 2.66559
H -5.14701 -0.20972 1.21292
C -1.19388 -5.12192 1.05528
C -0.26602 -5.34134 -0.07070
C 0.80547 -6.14485 0.43297
O 0.13764 -6.96773 1.33588
C -0.95826 -6.26767 1.99995
H -2.24980 -5.27301 0.83098
H -1.09905 -4.15670 1.55272
H 0.06907 -4.35976 -0.40581
H -0.86329 -5.77805 -0.87111
H 1.59282 -5.60317 0.95714
H 1.27675 -6.62312 -0.42567
H -0.78470 -5.84598 2.98998
H -1.76382 -6.95659 2.25404
C -4.29921 -3.12547 -3.32668
C -3.27225 -3.13471 -2.12355
C -1.95127 -3.62201 -2.76901
O -1.95953 -3.02383 -3.98956
C -3.35066 -2.87133 -4.51436
H -5.10045 -2.38779 -3.37094
H -4.78268 -4.07923 -3.53810
H -3.60762 -3.62835 -1.21143
H -3.20027 -2.08790 -1.82842
H -1.78047 -4.69839 -2.75087
H -1.12823 -3.19651 -2.19485
H -3.72539 -3.50495 -5.31822
H -3.51202 -1.84458 -4.84277
C 3.01213 5.88227 -2.65769
C 2.03395 5.00312 -3.43249
C 1.57629 4.03673 -2.45428
O 1.59028 4.74302 -1.22283
C 2.50463 5.79477 -1.26933
H 3.27345 6.85407 -3.07649
H 4.00755 5.44022 -2.70035
H 2.46342 4.54242 -4.32210
H 1.09591 5.53586 -3.58862
H 2.27486 3.20013 -2.46809
H 0.57099 3.63931 -2.59406
H 3.29801 5.80753 -0.52201
H 1.95372 6.72625 -1.13915
C 2.70965 -3.25037 -3.46043
C 3.23329 -4.56890 -2.82365
C 2.11612 -5.45480 -3.39332
O 0.91787 -4.70836 -3.54724
C 1.28734 -3.46859 -4.00596
H 3.19425 -3.07011 -4.41999
H 2.87629 -2.35850 -2.85635
H 3.13773 -4.62887 -1.73951
H 4.21802 -4.94321 -3.10350
H 1.87558 -6.31725 -2.77170
H 2.35446 -5.82524 -4.39035
H 0.63135 -2.66227 -3.67790
H 1.25732 -3.33334 -5.08712
```

As for the structure (SMILES): CCOC(=O)OC.CCOC(=O)OC.CCOC(=O)OC.C1CCOC1.C1CCOC1.C1CCOC1.C1CCOC1.C1CCOC1.C1CCOC1.C1CCOC1.C1CCOC1. The relative energy (zero: lowest compared OMol25 entry of this formula, charge and spin) is 133.6 kcal/mol. The calculation puts the HOMO-LUMO gap at 10.01 eV. For the LUMO energy, the calculation gives 0.0159 Ha. The calculated total energy comes out at -81853.4720 eV. For the max |F|, the calculation gives 0.082 Eh/bohr. As for the net charge: 0.

Here are the Mulliken charges for atoms 1 to 2, given in e:
1. C -1.187
2. C -0.247

***

Question: Which of these has the lowest max |F|?
Answer: C44H88O17